Entry from OMol25: C43H56N5PTi as an isolated structure (ωB97M-V/def2-TZVPD).

As for the multiplicity: 2. The frontier orbital gap (spin up / spin down) comes out at 0.2567 / 0.2281 Eh. The total charge is +3. The strongest force on any atom comes out at 0.90 eV Å⁻¹. The calculation puts the total energy at -3135.85796 Ha. As for the HOMO energy (spin up / spin down): -16.653 / -16.714 eV. As for the expectation value of S²: 0.796.

The geometry in XYZ format:
```
106
Properties=species:S:1:pos:R:3:forces:R:3:mulliken_spin:R:1
Ti -0.097 -0.244 0.020 0.354 -0.691 0.445 0.63
N -0.449 -0.634 4.478 -0.178 0.177 0.116 0.01
C -0.038 -0.899 3.258 0.020 -0.016 -0.080 0.00
N -0.332 -0.149 2.212 -0.265 0.248 -0.082 0.00
C -1.045 1.024 2.433 -0.120 -0.079 -0.389 0.02
N -1.176 1.861 1.440 0.170 0.574 -0.031 0.21
N -1.060 1.427 0.187 -0.248 0.156 0.239 0.11
C -0.166 1.860 -0.726 -0.115 0.461 0.567 -0.04
C 1.163 2.218 -0.198 -0.062 0.006 -0.006 0.00
C 1.934 3.332 -0.421 0.076 0.197 -0.027 0.00
C 3.142 3.424 0.263 0.061 0.058 0.015 0.00
C 3.522 2.404 1.124 0.069 0.067 0.015 0.01
C 2.708 1.293 1.252 -0.029 -0.082 0.010 -0.01
N 1.555 1.194 0.589 -0.003 -0.064 -0.155 -0.02
C -1.621 1.308 3.716 0.176 0.028 0.079 0.03
C -2.483 2.386 3.946 0.020 0.120 -0.059 0.01
C -3.004 2.577 5.205 -0.032 0.048 0.034 0.00
C -2.671 1.703 6.248 -0.007 -0.001 0.011 0.01
C -1.823 0.634 6.037 0.042 -0.048 0.151 -0.01
C -1.305 0.444 4.765 0.082 -0.126 0.043 0.02
H -0.172 -1.247 5.233 0.019 -0.045 0.041 0.00
H 0.573 -1.781 3.126 0.003 -0.058 -0.028 0.00
H -0.506 2.078 -1.726 -0.035 -0.340 -0.237 0.01
H 1.594 4.119 -1.081 0.009 -0.010 0.012 0.00
H 3.774 4.296 0.138 -0.029 -0.045 0.000 0.00
H 4.445 2.460 1.685 -0.035 0.002 -0.024 0.00
H 2.992 0.459 1.881 -0.004 -0.028 0.008 0.00
H -2.714 3.066 3.134 0.001 -0.079 0.061 0.00
H -3.668 3.412 5.395 0.041 -0.065 0.002 0.00
H -3.081 1.867 7.237 0.005 0.000 -0.024 0.00
H -1.561 -0.037 6.848 -0.036 0.033 -0.035 0.00
C -6.297 0.986 0.067 0.029 -0.006 -0.016 0.00
C -4.928 1.398 0.637 -0.053 0.004 -0.064 0.00
C -4.598 2.851 0.274 0.025 -0.038 -0.022 0.00
C -3.873 0.430 0.157 0.000 0.131 0.047 0.00
C -3.432 0.427 -1.158 -0.039 0.012 -0.026 -0.01
C -2.529 -0.513 -1.639 -0.010 -0.229 -0.043 0.02
C -2.437 -0.639 -3.148 -0.137 0.126 0.031 0.01
C -3.680 -1.408 -3.643 0.011 0.053 0.002 0.00
C -2.363 0.706 -3.879 -0.024 -0.031 0.025 0.00
C -1.935 -1.488 -0.741 -0.482 -0.201 -0.477 -0.01
C -2.460 -1.535 0.600 -0.040 -0.153 -0.209 0.01
C -3.358 -0.546 1.000 0.011 0.028 0.143 0.01
C -2.313 -2.657 1.633 0.073 -0.058 -0.059 0.00
C -3.606 -3.489 1.686 -0.010 -0.057 0.008 0.00
C -1.099 -3.578 1.545 -0.140 -0.019 0.041 0.00
C -1.315 -2.720 -1.402 0.085 0.107 0.063 -0.02
C -2.178 -3.804 -1.554 -0.101 0.026 -0.050 0.00
C -1.799 -4.953 -2.227 -0.020 -0.040 -0.018 0.00
C -0.531 -5.039 -2.784 0.012 -0.085 -0.025 0.00
C 0.344 -3.977 -2.644 0.030 0.008 -0.036 0.00
C -0.018 -2.816 -1.952 -0.045 0.068 0.023 -0.03
P 1.205 -1.465 -1.811 0.293 -0.276 -0.412 -0.01
C 1.817 -0.901 -3.514 -0.065 0.077 0.163 0.01
C 2.936 -1.775 -4.086 0.015 -0.005 -0.093 0.00
C 0.663 -0.910 -4.515 0.016 0.026 -0.051 0.01
C 2.309 0.547 -3.352 0.124 -0.021 -0.079 0.00
C 2.659 -2.164 -0.827 -0.072 0.124 0.039 0.00
C 3.805 -1.141 -0.845 0.073 -0.085 0.061 0.00
C 2.134 -2.320 0.610 0.189 -0.118 -0.324 -0.01
C 3.181 -3.536 -1.250 0.111 -0.080 0.039 0.00
H -7.081 1.624 0.478 0.066 -0.031 -0.036 0.00
H -6.540 -0.051 0.310 0.010 0.075 -0.011 0.00
H -6.310 1.096 -1.022 -0.005 -0.017 0.082 0.00
H -4.979 1.313 1.726 0.032 -0.018 0.027 0.00
H -4.668 3.018 -0.804 0.019 -0.011 0.084 0.00
H -3.594 3.137 0.604 -0.063 -0.019 -0.016 0.00
H -5.315 3.522 0.749 0.030 -0.045 -0.037 0.00
H -3.874 1.127 -1.857 0.032 -0.057 0.044 0.00
H -1.566 -1.229 -3.398 0.119 -0.097 -0.045 0.00
H -4.596 -0.888 -3.348 0.075 -0.036 -0.040 0.00
H -3.721 -2.425 -3.255 0.002 0.014 0.026 0.00
H -3.660 -1.465 -4.734 0.004 -0.005 0.074 0.00
H -3.305 1.254 -3.819 0.074 -0.027 -0.011 0.00
H -2.173 0.535 -4.939 0.001 0.007 0.025 0.00
H -1.568 1.352 -3.498 -0.010 -0.003 -0.021 0.00
H -3.741 -0.593 2.017 0.034 0.002 -0.036 0.00
H -2.260 -2.139 2.595 -0.001 0.060 0.055 0.00
H -3.737 -4.079 0.778 0.001 0.034 0.099 0.00
H -4.491 -2.867 1.822 0.053 -0.028 -0.008 0.00
H -3.550 -4.186 2.525 -0.010 0.028 -0.050 0.00
H -1.225 -4.364 0.802 0.030 0.045 0.018 0.00
H -0.940 -4.067 2.510 -0.018 0.026 -0.063 0.00
H -0.197 -3.030 1.289 0.046 0.032 0.010 0.00
H -3.185 -3.726 -1.162 0.067 -0.003 -0.055 0.00
H -2.501 -5.772 -2.336 0.047 0.053 0.011 0.00
H -0.225 -5.925 -3.328 -0.037 0.064 0.030 0.00
H 1.327 -4.049 -3.093 -0.081 -0.002 0.022 0.00
H 2.599 -2.785 -4.322 0.008 0.038 0.017 0.00
H 3.822 -1.830 -3.462 -0.031 -0.016 -0.050 0.00
H 3.243 -1.317 -5.031 -0.015 -0.043 0.035 0.00
H 0.163 -1.877 -4.577 -0.002 -0.004 0.000 0.00
H 1.078 -0.697 -5.503 -0.022 0.019 0.051 0.00
H -0.062 -0.131 -4.296 -0.030 -0.006 0.002 0.00
H 3.242 0.616 -2.790 -0.067 0.012 -0.017 0.00
H 1.560 1.177 -2.868 -0.033 0.006 -0.021 0.00
H 2.496 0.963 -4.345 0.010 -0.033 0.048 0.00
H 3.467 -0.125 -0.659 -0.007 0.048 0.015 0.00
H 4.348 -1.143 -1.786 -0.021 0.000 0.055 0.00
H 4.526 -1.407 -0.066 -0.035 0.003 -0.027 0.00
H 1.490 -1.480 0.905 -0.020 0.240 0.381 0.01
H 2.958 -2.336 1.327 -0.009 0.017 0.001 0.00
H 1.567 -3.240 0.720 -0.024 -0.022 -0.008 0.00
H 3.553 -3.561 -2.271 0.003 0.006 0.022 0.00
H 2.427 -4.314 -1.130 0.024 0.008 0.005 0.00
H 4.021 -3.792 -0.595 -0.051 0.003 -0.042 0.00
```
Positions in Å, forces in eV/Å.